This record from the OMol25 dataset describes 6 unconnected molecules or ions with the total composition C28H43N6O16. The level of theory is wB97M-V/def2-TZVPD.

Charge: +1
Orbital gap (eV): 8.7
E (a.u.): -2624.92882
Strongest force on any atom (eV Å⁻¹): 1.6

Positions of all 93 atoms, in Å:
N1 7.1933 -5.3093 2.1380
C1 6.7380 -4.3110 1.8437
O1 6.2253 -3.1615 1.4762
N2 6.2224 -3.0783 0.0680
C2 7.3464 -2.5657 -0.4929
N3 8.3794 -2.1959 0.3299
C3 7.3757 -2.4891 -1.8811
C4 6.2935 -2.9198 -2.6011
C5 5.1604 -3.3947 -1.9618
C6 5.1011 -3.4778 -0.5970
C7 3.9343 -4.0008 0.1694
C8 2.6226 -3.2903 -0.2441
N4 2.9009 -1.8602 -0.3474
N5 1.6801 -3.4739 0.8726
N6 2.0788 -3.8309 -1.4904
H1 8.9686 -1.5588 -0.1983
H2 8.0449 -1.6349 1.1094
H3 8.2675 -2.1120 -2.3486
H4 6.3008 -2.8920 -3.6775
H5 4.3308 -3.7086 -2.5636
H6 3.8859 -5.0775 0.0259
H7 4.0357 -3.8084 1.2296
H8 2.6010 -1.4470 0.5257
H9 2.3573 -1.4324 -1.0822
H10 0.8415 -2.9615 0.6115
H11 1.4238 -4.4575 0.9239
H12 1.1507 -4.1970 -1.3635
H13 2.0854 -3.1591 -2.2435
C9 -3.3243 -0.8721 2.1339
C10 -2.2356 -0.0472 1.5061
C11 -2.6629 0.7830 0.3201
O2 -1.4287 0.8954 -0.4210
C12 -0.6853 -0.1811 -0.1308
O3 0.3158 -0.4941 -0.7059
O4 -1.2126 -0.8765 0.8978
H14 -2.9086 -1.6056 2.8255
H15 -4.0135 -0.2289 2.6751
H16 -3.8840 -1.4192 1.3732
H17 -1.7417 0.5714 2.2598
H18 -3.0393 1.7657 0.5872
H19 -3.3944 0.2723 -0.3077
C13 4.1163 1.3737 -2.2882
C14 5.2543 1.8444 -1.4219
C15 6.3088 2.6757 -2.1126
O5 7.4789 2.4046 -1.3164
C16 7.3184 1.1890 -0.7724
O6 8.1745 0.5763 -0.2050
O7 6.0632 0.7342 -0.9554
H20 3.5406 0.6037 -1.7753
H21 3.4484 2.1927 -2.5390
H22 4.4848 0.9339 -3.2175
H23 4.8723 2.3592 -0.5365
H24 6.0934 3.7406 -2.1154
H25 6.5064 2.3388 -3.1325
C17 -8.4015 -2.7876 -0.2645
C18 -7.5707 -2.2643 0.8788
C19 -8.3420 -1.8425 2.1065
O8 -7.4667 -0.8498 2.6735
C20 -6.7587 -0.3087 1.6672
O9 -6.0791 0.6673 1.7651
O10 -6.9165 -1.0215 0.5288
H26 -7.8036 -2.8545 -1.1729
H27 -8.7890 -3.7779 -0.0285
H28 -9.2411 -2.1239 -0.4732
H29 -6.7858 -2.9809 1.1387
H30 -8.5122 -2.6476 2.8156
H31 -9.2929 -1.3630 1.8698
C21 -7.5216 1.8607 6.2963
C22 -8.4736 1.8339 5.1279
C23 -9.7604 2.6029 5.3149
O11 -10.6545 1.9006 4.4370
C24 -10.2103 0.6265 4.3411
O12 -10.8049 -0.2639 3.8225
O13 -8.9860 0.5062 4.9027
H32 -6.7420 1.1106 6.1681
H33 -7.0527 2.8405 6.3817
H34 -8.0403 1.6378 7.2298
H35 -7.9605 2.1449 4.2132
H36 -9.6902 3.6485 5.0265
H37 -10.1480 2.5294 6.3334
C25 3.9754 6.2692 -5.7907
C26 2.9114 5.5292 -5.0207
C27 3.2390 5.2318 -3.5775
O14 2.4545 4.0536 -3.3243
C28 2.2983 3.4109 -4.5183
O15 1.8596 2.3158 -4.6377
O16 2.7245 4.1945 -5.5344
H38 3.7602 6.2431 -6.8578
H39 4.0224 7.3093 -5.4704
H40 4.9554 5.8124 -5.6438
H41 1.9527 6.0478 -5.1024
H42 2.9556 6.0290 -2.8949
H43 4.2936 4.9835 -3.4317

Force components x, y, z for each atom (eV/Å):
N 0.5571 -1.3880 0.5102
C -0.4003 1.0709 -0.3959
O -0.0761 0.3844 -0.3704
N -0.0605 0.0078 -0.0019
C 0.2820 0.2539 0.3505
N -0.6126 0.4684 -0.5720
C 0.1860 -0.1260 0.1625
C 0.0801 0.0398 0.1036
C -0.0527 -0.0939 -0.1678
C -0.0422 -0.1824 0.0468
C -0.0651 0.1454 0.0852
C -0.8148 0.2705 0.2308
N 0.4340 -0.3269 -0.0427
N 0.2872 -0.3112 -0.5242
N 0.7441 -0.0013 -0.0993
H 0.3001 -0.1838 0.1241
H 0.0857 -0.3095 0.2636
H 0.1432 0.1168 -0.0744
H 0.1030 0.0814 -0.1757
H -0.3562 -0.2006 0.1475
H -0.1786 -0.1427 -0.0669
H 0.1850 0.0257 0.1255
H 0.0387 0.2443 -0.0207
H -0.2763 0.0403 0.1044
H -0.1077 0.0494 0.1689
H -0.0268 0.0278 0.2148
H -0.1502 0.0745 -0.0366
H -0.1753 0.0384 -0.0411
C 0.0984 -0.4122 -0.0136
C -0.3258 -0.1209 0.1456
C -0.0086 0.1805 -0.0082
O -0.0635 -0.0167 0.0132
C -0.0460 -0.0337 -0.0151
O -0.0001 -0.0444 -0.0025
O 0.0948 0.1089 -0.0272
H 0.0679 0.1027 0.0487
H -0.0097 0.0508 -0.0189
H -0.0115 0.0648 -0.0355
H 0.0520 0.0172 -0.0442
H 0.1348 0.0624 -0.0797
H -0.0317 -0.0445 0.0638
C 0.1688 -0.4064 -0.0802
C -0.3723 -0.0519 -0.2318
C 0.0393 0.1517 0.0186
O -0.0350 -0.0284 -0.0564
C -0.1543 0.0078 -0.0618
O 0.0967 -0.0370 -0.0178
O 0.1234 0.0457 0.1208
H -0.0337 0.1059 0.0912
H 0.0164 0.0098 0.1216
H 0.0527 0.0457 -0.0033
H 0.0680 -0.0082 0.0339
H 0.1507 0.0244 0.1321
H -0.0735 -0.0347 -0.0081
C 0.0016 0.2494 -0.1753
C -0.2198 -0.1388 -0.2218
C -0.0551 -0.0750 0.1330
O 0.0293 0.0252 -0.0388
C -0.1460 -0.0583 -0.0981
O 0.0713 0.0978 -0.0090
O 0.1365 -0.0127 0.1392
H 0.0477 -0.0907 0.0442
H 0.0126 -0.0088 0.0365
H -0.0057 0.0059 0.0560
H 0.0238 0.0358 0.0362
H 0.0964 0.1067 0.1256
H -0.0098 -0.0470 -0.0392
C -0.0634 -0.2449 0.1222
C 0.2389 0.0361 0.2523
C -0.0604 0.1395 -0.1239
O 0.0192 -0.0087 0.0939
C 0.1316 -0.0110 -0.0273
O -0.0253 -0.0448 -0.0547
O -0.1255 0.0618 -0.0198
H 0.0403 0.0639 -0.0852
H -0.0110 0.0179 -0.0296
H -0.0377 0.0242 -0.0192
H -0.0449 -0.0126 -0.0369
H -0.1113 -0.0418 -0.1318
H 0.0789 -0.0246 0.0337
C 0.1167 -0.2213 -0.1231
C 0.2513 0.1900 -0.1944
C -0.2061 0.0615 0.2287
O 0.1144 0.1253 -0.2003
C -0.0413 0.1287 -0.1518
O 0.0430 -0.0944 0.0879
O -0.1016 -0.0254 0.1652
H -0.0816 0.0727 0.0168
H -0.0308 0.0049 0.0200
H -0.0157 -0.0091 0.0423
H -0.0267 -0.0335 0.0507
H -0.1045 -0.1095 0.0667
H 0.0417 0.0527 -0.1051



This record from the OMol25 dataset describes a molecular structure, C28H44AsBrF6Ge2N4PV. The level of theory is wB97M-V/def2-TZVPD.

Charge: +3
Orbital gap (spin up / spin down) (eV): 5.8 / 5.6
Relative energy (zero: lowest compared OMol25 entry of this formula, charge and spin) (kcal/mol): 0.0
Spin multiplicity: 4
E (a.u.): -12159.69054
Strongest force on any atom (eV Å⁻¹): 0.5

Positions of all 88 atoms, in Å:
V1 -0.1795 -0.6334 -0.4964
C1 3.4366 -1.2646 3.6828
C2 2.9191 -1.3004 2.2364
Ge1 1.9542 0.3096 1.7593
C3 2.5498 1.3352 0.2196
C4 3.9584 1.7557 0.7096
C5 1.0744 1.1692 3.1743
C6 0.2255 2.2261 3.2372
Ge2 -1.0088 2.9306 1.8624
C7 -0.6149 4.6306 1.0243
C8 -1.5750 5.7424 1.4722
C9 -2.7676 2.1011 1.9732
C10 -3.2562 1.7253 3.3734
C11 -0.0027 2.9711 4.4777
C12 0.8280 2.8352 5.6010
C13 0.6007 3.5868 6.7362
C14 -0.4535 4.4949 6.7795
C15 -1.2817 4.6586 5.6767
C16 -1.0461 3.9050 4.5433
H1 4.0284 -2.1575 3.8792
H2 2.6204 -1.2493 4.4059
H3 4.0773 -0.4026 3.8701
H4 2.2504 -2.1530 2.0873
H5 3.7370 -1.4183 1.5226
H6 1.9209 2.2031 0.0472
H7 2.6200 0.7562 -0.6988
H8 3.9206 2.3499 1.6252
H9 4.4210 2.3785 -0.0565
H10 4.6197 0.9031 0.8713
H11 1.4595 0.8061 4.1258
H12 -0.7011 4.4794 -0.0515
H13 0.4237 4.8851 1.2386
H14 -2.6208 5.4672 1.3244
H15 -1.3867 6.6310 0.8719
H16 -1.4269 6.0184 2.5144
H17 -2.6791 1.2063 1.3498
H18 -3.4760 2.7541 1.4638
H19 -2.5136 1.1619 3.9423
H20 -4.1560 1.1151 3.2896
H21 -3.5232 2.6005 3.9627
H22 1.6768 2.1651 5.5832
H23 1.2531 3.4786 7.5917
H24 -0.6220 5.0834 7.6713
H25 -2.0972 5.3681 5.7040
H26 -1.7342 4.0624 3.7088
C17 -2.9117 -3.8407 -4.3472
C18 -1.6537 -3.4664 -3.6219
C19 -0.4174 -4.0240 -3.9452
C20 0.7366 -3.6656 -3.2563
C21 0.5719 -2.7449 -2.2551
Br1 2.0246 -2.0934 -1.1851
N1 -0.5787 -2.1880 -1.9022
C22 -1.6798 -2.5393 -2.5865
H27 -2.6875 -4.3387 -5.2875
H28 -3.5196 -2.9623 -4.5606
H29 -3.5112 -4.5234 -3.7426
H30 -0.3486 -4.7443 -4.7511
H31 1.7041 -4.0808 -3.4989
H32 -2.6017 -2.0501 -2.2956
C23 -0.9509 -4.1010 3.7577
N2 -1.2044 -4.5459 2.3874
C24 -2.6449 -4.5056 2.1293
N3 -3.2279 -3.1834 2.3676
C25 -2.9311 -2.7690 3.7386
N4 -1.4965 -2.7687 4.0344
C26 -0.7891 -1.7269 3.3163
P1 -0.9357 -1.9869 1.4804
C27 -0.4499 -3.7822 1.4130
C28 -2.7872 -2.2073 1.3941
H33 0.1234 -4.1037 3.9505
H34 -1.4215 -4.8086 4.4394
H35 -3.1311 -5.2174 2.7956
H36 -2.8406 -4.8109 1.1003
H37 -3.4185 -3.4660 4.4194
H38 -3.3407 -1.7727 3.9157
H39 0.2648 -1.7332 3.6089
H40 -1.1964 -0.7474 3.5763
H41 0.6210 -3.8863 1.6070
H42 -0.6414 -4.1659 0.4075
H43 -3.0613 -2.5335 0.3877
H44 -3.2764 -1.2469 1.5778
F1 -0.4353 1.7326 0.0834
As1 -1.2528 1.8746 -1.6926
F2 0.1072 0.7738 -2.0647
F3 -1.9687 0.3391 -1.0642
F4 -1.9521 1.6908 -3.1919
F5 -2.4821 2.7514 -0.9459
F6 -0.2621 3.1967 -1.9800

Force components x, y, z for each atom (eV/Å):
V -0.1685 -0.1544 -0.4413
C 0.0002 -0.0301 -0.0165
C 0.0290 -0.0026 0.0609
Ge 0.0292 0.0858 0.0468
C 0.0597 -0.0275 0.0537
C 0.0093 0.0187 -0.0418
C -0.0102 -0.0182 -0.0133
C -0.0176 0.0340 0.0033
Ge -0.0018 0.0382 -0.0483
C -0.0159 0.0183 -0.0136
C -0.0128 -0.0198 -0.0203
C 0.0281 -0.0241 -0.0172
C -0.0033 -0.0002 0.0221
C 0.0056 -0.0155 0.0189
C -0.0096 0.0084 0.0009
C 0.0021 0.0029 0.0006
C 0.0023 -0.0037 0.0049
C 0.0015 0.0061 -0.0017
C 0.0046 -0.0008 -0.0041
H -0.0012 -0.0026 0.0009
H 0.0016 0.0047 0.0039
H 0.0022 -0.0007 -0.0048
H -0.0013 0.0040 -0.0120
H 0.0034 0.0098 -0.0048
H -0.0246 0.0202 -0.0015
H -0.0003 0.0018 -0.0044
H -0.0009 -0.0044 0.0036
H -0.0025 0.0054 0.0031
H -0.0069 0.0036 -0.0003
H 0.0070 0.0015 -0.0095
H 0.0177 0.0028 0.0266
H 0.0019 -0.0062 0.0252
H 0.0094 0.0050 0.0044
H -0.0064 0.0083 0.0073
H 0.0023 0.0047 0.0249
H 0.0065 -0.0129 -0.0294
H -0.0051 0.0196 -0.0111
H -0.0016 0.0007 -0.0078
H 0.0103 0.0002 0.0012
H 0.0048 0.0011 -0.0011
H -0.0044 0.0044 0.0077
H -0.0004 0.0004 0.0020
H -0.0029 0.0003 0.0012
H 0.0016 -0.0014 0.0024
H -0.0095 0.0052 -0.0256
C -0.0016 0.0037 0.0003
C -0.0112 0.0083 0.0088
C 0.0038 -0.0157 -0.0057
C -0.0198 0.0033 0.0058
C 0.0664 -0.0541 0.0884
Br -0.0091 -0.0384 0.0153
N 0.0486 0.1175 0.0649
C -0.0098 0.0009 0.0158
H 0.0012 0.0039 -0.0028
H -0.0035 -0.0001 0.0062
H 0.0021 -0.0052 -0.0015
H 0.0025 0.0006 -0.0009
H 0.0012 0.0010 0.0011
H 0.0011 0.0028 -0.0048
C -0.0010 -0.0056 0.0051
N 0.0124 0.0260 -0.0116
C -0.0038 -0.0109 -0.0031
N 0.0117 0.0149 -0.0109
C -0.0064 -0.0038 0.0096
N 0.0163 0.0182 -0.0375
C 0.0125 -0.0285 0.1036
P 0.0398 0.0477 -0.1093
C -0.0063 -0.0733 0.0450
C -0.0445 -0.0163 0.0360
H 0.0015 0.0030 -0.0007
H -0.0010 0.0002 -0.0018
H 0.0023 0.0016 0.0024
H 0.0000 0.0002 0.0009
H 0.0009 -0.0001 -0.0001
H 0.0028 0.0006 0.0008
H 0.0023 -0.0042 -0.0137
H -0.0139 0.0072 -0.0075
H -0.0036 0.0116 -0.0015
H -0.0064 0.0090 -0.0029
H 0.0085 -0.0008 -0.0008
H 0.0058 0.0008 0.0011
F 0.0210 -0.0802 0.1449
As -0.0031 -0.0735 -0.0072
F 0.0270 0.0588 -0.0113
F -0.1068 0.0672 0.0589
F 0.0145 -0.0017 -0.0134
F -0.0093 0.0172 0.0322
F 0.0225 -0.0049 0.0055



- charge of number 2 (C28H44AsBrF6Ge2N4PV)?
  +3



- Look up the charge of the second one.
  +3



- The highest E belongs to which entry?
  C28H43N6O16